Density functional theory data (ωB97M-V/def2-TZVPD) for a single C6H6O2 molecule in a non-equilibrium geometry.

**SMILES**: CC(=O)c1ccco1
**ΔE to the lowest compared entry with this formula, charge and spin**: 172.64 kJ/mol
**Total charge**: 0

Cartesian coordinates (Å):
C  -2.260  0.980  0.402
C  -1.448  -0.155  -0.070
C  0.100  0.022  -0.167
C  0.791  1.143  -0.262
C  2.212  0.674  -0.118
C  2.138  -0.611  0.239
H  -1.945  1.372  1.343
H  -3.413  0.444  0.501
H  -2.144  1.649  -0.512
H  0.532  2.244  -0.537
H  3.196  1.368  -0.310
H  2.941  -1.484  0.487
O  -1.888  -1.236  -0.399
O  0.841  -1.003  0.258